ORCA calculation (ωB97M-V/def2-TZVPD) on a structure of composition C45H50Br2N13O9Rb.

Last column: Löwdin charge in e.
Positions of all 120 atoms, in Å:
Rb: -0.0757 0.4153 0.1303  0.85
C: -3.0276 2.3442 -2.2128  -0.01
C: -3.3783 0.9355 -2.6024  -0.30
N: -3.1164 0.5389 -3.7728  0.09
C: -3.2017 -0.8210 -4.2867  -0.19
C: -3.2093 -2.0563 -3.3865  -0.24
N: -2.1676 -2.0393 -2.3849  -0.06
C: -1.6221 -3.3483 -2.0674  -0.20
C: -2.6345 -4.2852 -1.3596  -0.21
N: -2.2914 -4.7638 -0.0223  -0.06
C: -2.6611 -3.8634 1.0557  -0.21
C: -2.0671 -2.4580 0.9521  -0.22
N: -2.4891 -1.6394 2.0875  0.09
C: -3.4035 -0.7773 1.9356  -0.30
C: -3.8043 0.1195 3.0682  -0.02
C: -4.1334 -0.5735 0.6360  -0.22
C: -5.4319 -1.0551 0.4967  -0.02
C: -6.0656 -0.9023 -0.7228  -0.06
C: -5.3816 -0.2827 -1.7540  -0.03
C: -4.0872 0.1694 -1.5225  -0.22
N: -3.4810 0.0498 -0.3415  0.21
H: -2.7192 2.8957 -3.0987  0.08
H: -2.1989 2.3356 -1.4995  0.06
H: -3.8679 2.8442 -1.7233  0.08
H: -2.3217 -0.9101 -4.9314  0.10
H: -4.0642 -0.8665 -4.9628  0.11
H: -3.0841 -2.9093 -4.0790  0.11
H: -4.1920 -2.1997 -2.9219  0.09
H: -1.4185 -1.3639 -2.5863  0.07
H: -0.7518 -3.2071 -1.4226  0.12
H: -1.2581 -3.8554 -2.9792  0.11
H: -2.8109 -5.1593 -1.9953  0.10
H: -3.5938 -3.7601 -1.2876  0.10
H: -1.2978 -4.9786 0.0490  0.07
H: -2.3517 -4.3148 2.0019  0.11
H: -3.7565 -3.7793 1.0851  0.10
H: -2.3350 -2.0170 -0.0094  0.08
H: -0.9790 -2.5546 0.9898  0.08
H: -4.8903 0.2242 3.1316  0.07
H: -3.3670 1.1046 2.8787  0.06
H: -3.4089 -0.2701 4.0054  0.08
H: -5.9172 -1.5464 1.3306  0.11
H: -7.0744 -1.2687 -0.8704  0.10
H: -5.8271 -0.1470 -2.7310  0.12
O: 3.3806 -0.1407 -4.9844  0.03
C: 2.1788 0.2966 -5.4625  -0.28
C: 2.1025 0.6627 -6.8006  -0.04
C: 0.9040 1.1372 -7.3168  -0.12
C: -0.2082 1.2600 -6.4958  -0.10
C: -0.1217 0.8739 -5.1622  -0.03
C: 1.0544 0.3702 -4.6322  -0.09
C: 1.0861 -0.1235 -3.1708  -0.50
O: -0.0645 -0.0565 -2.5276  -0.34
N: 2.2023 0.7331 -2.5743  -0.03
N: 2.7409 0.3597 -1.3972  0.01
C: 3.2727 1.2674 -0.6725  -0.23
C: 3.9357 0.9777 0.5953  -0.64
Br: 3.5678 -0.7192 1.3551  0.84
C: 4.7090 1.8310 1.2707  -0.13
C: 5.1581 3.1505 0.7885  -0.22
C: 5.6320 3.3515 -0.5084  -0.05
C: 6.0555 4.6057 -0.9239  -0.09
C: 6.0236 5.6804 -0.0474  -0.11
C: 5.5699 5.4892 1.2515  -0.09
C: 5.1469 4.2370 1.6662  -0.04
H: 3.3385 -0.0178 -4.0163  0.08
H: 2.9917 0.5807 -7.4144  0.10
H: 0.8482 1.4225 -8.3618  0.09
H: -1.1420 1.6466 -6.8873  0.09
H: -0.9723 0.9469 -4.4951  0.08
H: 1.5565 -1.1315 -3.1790  0.15
H: 1.9934 1.7296 -2.6517  0.14
H: 3.2337 2.3191 -0.9647  0.13
H: 5.0223 1.5538 2.2703  0.10
H: 5.6787 2.5125 -1.1918  0.12
H: 6.4119 4.7404 -1.9379  0.10
H: 6.3471 6.6610 -0.3745  0.09
H: 5.5307 6.3224 1.9424  0.10
H: 4.7619 4.0976 2.6683  0.11
N: 0.3424 -1.0158 2.7983  0.02
N: 0.7773 -0.6363 4.0604  -0.01
C: 1.2896 0.5780 4.3183  -0.40
N: 1.5920 0.8015 5.6279  0.16
N: 1.5038 1.3836 3.2893  0.17
N: 1.8858 2.6631 3.5404  -0.42
O: 1.9110 3.1604 4.6846  -0.03
O: 2.1269 3.3311 2.5576  0.06
H: -0.6536 -1.2279 2.8343  0.05
H: 0.8568 -1.8237 2.4457  0.03
H: 0.7731 -1.3084 4.8124  0.14
H: 1.0753 0.2567 6.2970  0.10
H: 1.7442 1.7810 5.8320  0.06
O: 1.8448 -7.3411 1.7840  0.03
C: 2.5311 -6.4415 2.4998  -0.29
C: 3.4791 -6.8903 3.4243  -0.04
C: 4.2074 -5.9834 4.1732  -0.12
C: 4.0076 -4.6148 4.0194  -0.11
C: 3.0638 -4.1754 3.1038  -0.04
C: 2.3160 -5.0606 2.3381  -0.06
C: 1.2797 -4.5438 1.3540  -0.56
O: 0.6530 -5.4303 0.6924  -0.03
O: 1.0984 -3.3178 1.2801  -0.04
H: 1.2484 -6.7632 1.1894  0.06
H: 3.6265 -7.9582 3.5307  0.10
H: 4.9428 -6.3472 4.8826  0.09
H: 4.5841 -3.9033 4.5971  0.09
H: 2.8863 -3.1169 2.9555  0.07
Br: -1.8671 8.2225 0.4393  0.68
C: -2.1043 6.6007 1.4065  -0.67
C: -2.8417 6.6220 2.5781  -0.22
N: -3.0446 5.5294 3.3085  0.06
C: -2.5063 4.3893 2.8707  -0.08
C: -1.7595 4.2767 1.7048  -0.09
C: -1.5505 5.4208 0.9509  -0.05
C: -1.1764 2.9341 1.2497  -0.71
O: -0.5405 2.9638 0.1739  -0.19
O: -1.4037 1.9537 1.9905  -0.14
H: -3.2781 7.5489 2.9337  0.09
H: -2.6646 3.5020 3.4714  0.11
H: -0.9666 5.3499 0.0428  0.12

Calculated values
total charge: -2
orbital gap: 0.24807 hartree
multiplicity: 1

=====

ORCA calculation (ωB97M-V/def2-TZVPD) on a structure of composition C45H50Br4ClN2O10PRuSTe.

Last column: Löwdin spin population.
Positions of all 116 atoms, in Å:
Ru: 15.8919 14.3147 15.3585  2.62
Br: 11.7774 19.2951 12.7602  0.01
C: 12.7277 18.2526 13.9800  0.06
C: 13.1603 18.8080 15.2095  0.11
Br: 12.4015 20.3938 15.8665  0.03
C: 14.1001 18.1029 15.9722  0.03
Br: 14.7588 18.8076 17.6008  0.00
C: 14.6163 16.8948 15.5023  0.11
O: 15.6144 16.2683 16.0546  0.26
C: 13.9737 16.1802 14.3940  0.10
O: 14.2792 14.9832 14.1319  0.34
C: 13.0261 16.9508 13.6708  0.06
Br: 12.4130 16.1255 12.0448  0.01
Cl: 12.7115 13.9561 16.4668  0.03
C: 14.4149 13.8403 16.8079  0.10
H: 14.6206 12.7815 17.0331  0.01
H: 14.5024 14.4399 17.7150  0.01
C: 6.8363 14.2130 7.1491  0.00
C: 7.5390 13.7719 8.3959  0.00
C: 8.5144 12.7851 8.3103  0.00
C: 9.3400 12.4068 9.3724  0.00
C: 10.5686 11.5492 9.1681  0.00
C: 9.0098 12.9578 10.6438  0.00
Te: 10.1048 12.3152 12.3150  0.00
N: 15.9829 12.7453 14.6536  0.58
C: 15.2942 11.8567 13.8693  0.10
O: 14.6650 12.0810 12.8264  0.15
C: 15.4916 10.4127 14.2834  0.01
C: 16.6160 9.8363 14.9061  0.01
C: 16.6744 8.4362 15.1348  0.00
C: 15.5475 7.6570 14.8854  0.01
C: 14.3845 8.2642 14.4083  0.00
C: 14.3558 9.6094 14.0624  0.01
C: 8.5729 11.4177 13.5461  0.00
C: 7.9138 10.2082 13.2645  0.00
C: 7.8270 9.6951 11.8645  0.00
C: 7.2601 9.5590 14.2680  0.00
C: 7.1158 10.0453 15.5742  0.00
C: 6.5208 9.2123 16.6815  0.00
C: 7.8063 11.2576 15.8419  0.00
C: 8.5263 11.9495 14.8641  0.00
C: 8.9946 13.3847 15.2605  0.00
C: 8.1318 14.0689 10.7885  0.00
C: 7.9628 14.7968 12.0870  0.00
C: 7.3596 14.3832 9.6676  0.00
H: 5.9001 14.8040 7.2799  0.00
H: 6.6103 13.3609 6.4202  0.00
H: 7.4965 14.9277 6.5424  0.00
H: 8.6232 12.3761 7.3407  0.00
H: 11.4431 11.8866 9.7587  0.00
H: 10.8259 11.5302 8.1078  0.00
H: 10.3227 10.5485 9.4922  0.00
H: 17.5633 10.3745 15.0705  0.00
H: 17.5664 7.9895 15.5341  0.00
H: 15.5611 6.5714 15.2145  0.00
H: 13.4730 7.7123 14.0679  0.00
H: 13.5029 10.0811 13.6076  0.00
H: 8.7776 9.1087 11.6602  0.00
H: 7.8374 10.5484 11.0915  0.00
H: 6.9243 9.1657 11.5188  0.00
H: 6.7403 8.6435 14.0579  0.00
H: 5.5438 8.8785 16.3355  0.00
H: 6.3229 9.7485 17.5990  0.00
H: 7.2161 8.3637 16.9940  0.00
H: 7.6846 11.7172 16.7961  0.00
H: 8.4930 13.6023 16.1927  0.00
H: 8.8372 14.1980 14.5445  0.00
H: 10.0066 13.4033 15.6132  0.00
H: 8.9154 15.0510 12.5139  0.00
H: 7.3892 14.2030 12.8556  0.00
H: 7.3555 15.7140 11.8967  0.00
H: 6.7107 15.2550 9.8281  0.00
C: 19.9294 13.8762 13.4149  0.00
O: 18.5547 13.8058 12.9758  0.02
P: 17.3382 14.8096 13.3059  0.04
O: 18.0219 16.2724 12.9690  0.01
C: 17.6250 17.4628 13.6773  0.00
O: 16.2966 14.6456 12.0231  0.00
C: 16.5091 13.9740 10.8104  0.00
H: 20.5569 13.5682 12.5929  0.00
H: 20.0122 13.3485 14.3746  0.00
H: 20.2085 14.9082 13.5416  0.00
H: 17.5609 17.2955 14.7742  0.00
H: 16.6694 17.9395 13.2975  0.00
H: 18.3905 18.1955 13.4292  0.00
H: 15.4897 13.7384 10.4039  0.00
H: 17.0344 13.0220 10.9892  0.00
H: 17.0978 14.5788 10.0998  0.00
C: 14.5604 10.4026 24.0074  0.00
C: 15.4498 10.5271 22.7562  0.00
C: 16.8214 10.3248 22.9272  0.00
C: 17.6819 10.4201 21.8373  0.00
C: 17.0790 10.4463 20.5957  0.00
C: 15.7170 10.7043 20.3747  0.00
C: 14.9043 10.7443 21.4837  0.00
S: 18.0273 10.2969 19.0218  0.00
O: 17.2021 9.5360 18.1102  0.00
O: 19.4155 9.9099 19.3024  0.00
N: 18.1386 11.9053 18.6060  0.00
C: 19.4009 12.5495 18.4368  0.00
C: 19.1397 14.1158 18.2394  0.01
C: 18.3933 14.4567 16.9216  0.01
O: 18.9531 14.9734 15.9643  0.01
O: 17.1782 14.1165 17.0474  0.12
H: 15.1076 9.8282 24.8004  0.00
H: 13.6593 9.8674 23.6791  0.00
H: 14.1870 11.3602 24.4041  0.00
H: 17.2993 10.1262 23.8898  0.00
H: 18.7964 10.3573 21.9991  0.00
H: 15.3380 10.8436 19.3389  0.00
H: 13.8132 10.9126 21.3544  0.00
H: 17.4463 12.3156 17.9596  0.00
H: 19.9110 12.2026 17.5397  0.00
H: 20.0045 12.4415 19.3215  0.00
H: 20.1108 14.6554 18.2269  0.00
H: 18.5471 14.5122 19.0406  0.00

Calculated values
total charge: -1
orbital gap (spin up / spin down): 0.20542 / 0.21110 hartree
<S²>: 8.791
multiplicity: 6

=====

Result set for maximum force: 0.98; 4.59 eV Å⁻¹, one per record in the order listed.
Result set for electronic energy: -8305.941590; -14465.299627 Eh, one per record in the order listed.
Result set for ΔE to the lowest compared entry with this formula, charge and spin: 24.14; 0.00 kJ/mol, one per record in the order listed.